Formula: C48H104F12N8O10S4
Source: the OMol25 dataset
Level of theory: ωB97M-V/def2-TZVPD

```
186
Properties=species:S:1:pos:R:3:forces:R:3
C 10.27837 -0.71046 -6.38829 0.79 -0.53 -0.28
C 10.73284 0.68161 -6.79358 0.05 0.87 0.61
C 9.70284 1.78707 -6.53900 0.97 -0.09 -3.24
O 9.17816 1.71265 -5.32721 -1.62 0.87 3.14
C 8.03908 2.63821 -5.13039 0.42 -1.06 0.66
N 12.01430 1.02287 -6.01683 0.06 -0.21 -0.16
H 12.47237 1.86505 -6.33462 -0.41 0.96 0.05
H 11.86297 1.05828 -5.01886 0.15 -0.10 0.49
H 12.70543 0.34276 -6.29947 0.24 -0.84 0.60
H 9.68681 -0.78999 -5.47624 -0.24 0.61 -0.23
H 11.15644 -1.31749 -6.16783 0.16 -0.23 -0.23
H 9.77463 -1.20965 -7.21603 -0.15 0.16 0.10
H 11.19992 0.82388 -7.76811 -1.07 -0.63 -0.62
H 8.94038 1.70749 -7.31387 -0.19 -0.31 -0.39
H 10.18824 2.73243 -6.78148 0.23 0.58 0.21
H 8.26554 3.66627 -5.41306 0.12 -0.19 -0.36
H 7.80599 2.63337 -4.06561 0.32 -0.08 -0.02
H 7.15513 2.21795 -5.61008 0.16 0.24 -0.46
C 3.00044 7.80075 2.51634 0.17 -0.74 0.70
C 3.80141 6.70685 3.30890 -0.20 0.41 -1.32
C 4.88782 7.31503 4.24262 0.00 -1.64 -0.74
O 5.76661 6.26686 4.64604 -1.29 -0.57 -1.04
C 6.55837 6.60150 5.73734 0.27 1.30 0.69
N 2.87463 5.73337 4.06846 0.99 0.73 -0.11
H 2.29032 6.25149 4.70895 -0.44 -0.15 0.39
H 2.34156 5.10857 3.48060 -0.69 0.31 -0.67
H 3.47912 5.08025 4.54607 0.48 -0.01 0.87
H 2.47378 8.44458 3.22077 0.05 0.22 -0.11
H 2.27915 7.41308 1.79692 -0.08 -0.44 0.28
H 3.66582 8.38909 1.88451 0.27 0.04 0.42
H 4.22168 6.00097 2.59251 0.61 0.36 -0.03
H 4.41797 7.77834 5.11019 0.02 0.35 0.10
H 5.48420 8.00598 3.64679 -0.37 0.48 0.08
H 7.18474 5.75750 6.02616 -0.38 0.08 0.11
H 5.90487 7.01901 6.50333 0.01 -0.65 0.78
H 7.18881 7.46972 5.54541 0.48 -0.07 -0.50
C -5.29700 -12.01399 -6.51099 0.34 0.63 0.28
C -4.89174 -10.49365 -6.65336 -2.02 0.00 -1.17
C -5.72858 -9.55903 -5.68584 1.79 -0.77 -0.43
N -5.14406 -8.10335 -5.47104 0.05 -2.85 -0.99
C -5.00918 -7.45773 -6.84844 0.17 1.44 -0.17
C -4.51385 -5.94476 -6.76139 0.35 -2.46 0.94
C -5.42642 -5.17462 -5.82919 -0.46 0.41 -0.59
C -5.88116 -5.86873 -4.52411 0.48 -0.06 -0.50
C -6.22414 -7.39063 -4.63465 2.58 1.62 0.65
C -3.76210 -8.41040 -4.80166 -0.78 1.78 0.10
H -6.33843 -12.27221 -6.70295 -0.22 0.70 -0.01
H -5.09506 -12.38681 -5.50684 0.25 -0.02 0.01
H -4.76793 -12.63371 -7.23497 0.36 0.22 0.13
H -5.22236 -10.19216 -7.64729 0.13 -0.13 -0.30
H -3.81247 -10.34973 -6.70411 -0.09 -0.09 0.70
H -5.64944 -10.13402 -4.76322 -0.45 0.82 0.58
H -6.76722 -9.45651 -6.00020 0.21 -0.06 -0.08
H -6.01359 -7.52703 -7.26613 -0.06 0.14 -0.08
H -4.35149 -8.04267 -7.49138 0.04 -0.13 0.38
H -4.29978 -5.47132 -7.71958 -0.87 -0.21 -0.23
H -3.49300 -6.01850 -6.38653 0.12 0.07 0.53
H -6.31516 -4.92133 -6.40720 -0.15 0.10 -0.04
H -4.91543 -4.23222 -5.63205 -0.28 0.08 0.40
H -6.74924 -5.34020 -4.13015 -0.10 -0.13 -0.08
H -5.10377 -5.69372 -3.78039 0.09 -0.40 0.12
H -7.22721 -7.56133 -5.02554 0.36 -0.34 -0.13
H -6.02863 -7.77919 -3.63521 -0.81 -0.35 -0.03
H -3.93672 -9.02615 -3.91935 -0.03 0.20 -0.11
H -3.30610 -7.45245 -4.55168 -0.21 -0.03 0.38
H -3.02665 -8.87544 -5.45813 -0.74 -0.17 -0.34
C 0.36718 -2.39489 11.47999 -0.30 0.49 -0.08
C -0.83696 -3.28986 11.06554 0.20 1.11 -0.98
C -2.03167 -2.50927 10.40618 -0.78 -0.58 1.68
N -3.31224 -3.33510 10.05170 0.35 -0.28 1.28
C -2.88607 -4.37920 8.97068 -0.13 1.26 0.76
C -4.08124 -4.89782 8.21240 0.39 -0.37 -0.99
C -5.10315 -3.84965 7.68231 -0.26 0.26 1.24
C -5.53213 -2.99360 8.87093 -0.79 0.78 1.47
C -4.41171 -2.32568 9.63951 0.67 -0.36 -1.12
C -3.93796 -4.12903 11.25747 0.52 0.15 -0.57
H 0.15924 -1.75244 12.33564 -0.51 0.11 -0.07
H 0.71794 -1.73628 10.68545 0.06 -0.17 -0.12
H 1.20238 -2.98461 11.85787 -0.08 -0.34 -0.43
H -1.12389 -3.70665 12.03096 -0.48 -0.70 -0.51
H -0.47750 -3.97777 10.30025 0.06 -0.57 0.56
H -1.89550 -1.96852 9.46962 0.73 -0.02 0.26
H -2.35962 -1.84015 11.20168 -0.23 0.44 -0.32
H -2.08900 -3.98377 8.34106 -0.41 0.81 -0.15
H -2.32806 -5.12378 9.53842 -0.54 -0.34 0.05
H -3.63808 -5.40246 7.35387 -0.13 -0.25 -0.07
H -4.47539 -5.69305 8.84514 -0.83 0.16 -0.26
H -4.75901 -3.18099 6.89329 0.73 -0.18 0.04
H -5.98646 -4.30213 7.23160 0.12 -0.41 0.24
H -6.16072 -2.11763 8.71085 -0.21 -0.06 -1.08
H -6.15894 -3.47108 9.62409 0.00 -0.91 -0.28
H -4.04810 -1.53223 8.98657 1.01 -0.34 -0.13
H -4.77832 -1.74395 10.48528 0.16 -0.67 0.49
H -4.85949 -4.61407 10.93557 0.07 0.36 -0.20
H -4.15057 -3.47840 12.10575 0.10 0.30 -0.34
H -3.30560 -4.94076 11.61708 0.44 0.29 -0.35
C -11.13271 9.62563 -3.29020 -0.13 2.35 0.79
C -11.67348 8.49370 -4.07071 0.15 -2.08 0.29
C -10.54936 7.50473 -4.34035 0.39 -1.88 -1.03
N -10.97439 6.05884 -4.99635 0.35 2.80 1.62
C -12.02085 5.24933 -4.10969 1.25 0.61 -0.96
C -11.48486 4.63666 -2.81615 -0.13 0.06 -1.92
C -10.26774 3.80332 -3.17694 -0.06 -1.16 1.25
C -9.16139 4.56459 -3.83606 -0.14 2.42 1.16
C -9.64148 5.29227 -5.06729 -0.85 -2.13 -2.20
C -11.54852 6.41920 -6.40693 1.34 -1.14 1.07
H -11.87651 10.42181 -3.32098 -0.01 0.18 0.01
H -10.21680 10.10503 -3.63574 0.09 -0.33 -0.38
H -10.99949 9.46276 -2.22070 0.07 -0.57 -0.08
H -12.25779 8.77019 -4.94834 0.53 0.20 -0.20
H -12.39536 7.99129 -3.42683 -0.17 -0.11 0.06
H -9.85964 7.23946 -3.53909 -1.05 -0.07 1.05
H -9.73507 7.84448 -4.98035 -0.66 0.44 -0.98
H -12.93090 5.79325 -3.85660 0.24 0.55 -0.76
H -12.22924 4.44232 -4.81212 -0.40 -0.10 0.18
H -11.34675 5.34324 -1.99775 -0.03 -0.06 -0.09
H -12.35108 3.98982 -2.67700 0.19 -0.23 1.06
H -9.93838 3.28702 -2.27524 0.35 0.14 0.08
H -10.59203 2.97376 -3.80524 -0.08 0.02 -0.37
H -8.86066 5.43619 -3.25471 0.02 -0.18 1.18
H -8.19676 4.06201 -3.90678 -0.36 -0.37 -0.83
H -8.81836 5.84546 -5.51955 -0.51 0.61 0.00
H -9.89242 4.49796 -5.77028 0.07 -0.01 -0.53
H -12.45312 7.01763 -6.29892 0.22 -0.23 0.00
H -11.68151 5.49218 -6.96464 -0.48 -0.05 0.25
H -10.74261 6.92414 -6.93953 -0.20 0.39 0.20
C 9.88094 0.21337 4.15403 0.03 0.05 1.46
C 10.65768 -0.50814 5.36839 -1.62 -0.19 -0.64
C 10.17260 -1.98519 5.69950 1.00 0.13 -0.30
N 10.73680 -2.62798 6.99327 2.46 -0.05 1.52
C 10.38794 -1.80997 8.23986 -0.71 -0.24 -0.29
C 8.89442 -1.93120 8.55323 -0.10 0.54 -0.70
C 8.38706 -3.34108 8.65240 -0.52 -1.13 1.24
C 8.92317 -4.36139 7.64675 0.45 1.03 -0.35
C 10.41815 -4.12684 7.30557 -1.75 0.69 -0.07
C 12.32766 -2.61825 6.95711 -2.18 0.27 -0.88
H 10.38560 1.17731 4.08902 0.06 -0.04 -0.32
H 8.84111 0.47053 4.35586 -0.06 -0.28 0.38
H 9.86710 -0.25331 3.16909 0.51 -0.39 0.27
H 10.56086 0.09403 6.27177 0.00 0.32 -0.29
H 11.68098 -0.43961 4.99927 0.18 -0.65 0.55
H 10.57257 -2.51154 4.83286 -0.23 -0.82 0.32
H 9.10016 -2.16251 5.78045 0.05 0.53 -0.28
H 10.66486 -0.76905 8.07280 -0.04 -0.14 -0.17
H 11.02776 -2.15104 9.05373 -0.10 -0.33 -0.06
H 8.33898 -1.44351 7.75215 0.04 0.39 -0.04
H 8.68045 -1.38301 9.47073 0.04 0.04 -0.06
H 7.30484 -3.46757 8.62227 -0.25 0.81 -0.51
H 8.48009 -3.65826 9.69107 0.94 -0.40 0.09
H 8.32090 -4.26889 6.74296 0.01 -0.32 -0.11
H 8.77187 -5.34021 8.10184 0.25 -0.15 -0.46
H 10.74074 -4.69375 6.43228 0.15 -0.07 0.27
H 10.92415 -4.37909 8.23748 0.69 0.18 -0.41
H 12.55643 -1.55341 6.91385 0.53 -0.33 -0.14
H 12.52317 -3.18117 6.04442 0.58 0.33 0.05
H 12.75732 -3.12248 7.82271 -0.35 0.18 -0.03
C 1.99216 -1.25296 1.59383 -1.03 1.73 0.26
F 2.49038 -0.54348 2.68050 -0.30 -0.31 -1.46
F 2.73278 -1.02438 0.50003 -0.29 -0.18 1.09
F 2.04455 -2.50980 1.94885 0.21 -0.87 -0.16
S 0.10245 -0.81046 1.28754 0.89 1.53 1.10
O -0.38240 -1.86782 0.45186 0.27 0.08 0.38
O -0.45245 -0.73951 2.63845 0.88 0.65 -1.50
N 0.26462 0.78323 0.46861 0.46 -2.71 4.13
S -0.24326 0.41305 -0.92498 -3.75 -0.80 -4.03
O 0.60240 -0.51762 -1.65257 -0.40 0.88 0.17
O -1.72490 0.19092 -0.97186 2.89 0.41 -0.14
C -0.10730 2.03656 -1.89540 -0.30 -0.88 -0.49
F 0.95484 2.79014 -1.57810 -0.31 -0.23 -0.32
F 0.02802 1.58145 -3.20538 -0.54 1.58 1.88
F -1.22479 2.80133 -1.71836 1.38 -0.84 -0.73
C 1.95809 3.79786 -11.31063 -1.86 1.81 -0.22
F 0.84440 3.18412 -10.82466 1.17 0.55 0.36
F 2.84112 4.12060 -10.35169 -0.91 0.00 -0.11
F 2.53027 2.97161 -12.10302 1.37 -1.95 -1.36
S 1.39578 5.30911 -12.48548 -0.94 -0.39 -0.28
O 2.07776 6.47374 -11.97410 0.08 -0.51 -0.57
O 1.73571 4.87833 -13.87283 -1.57 0.52 3.27
N -0.31334 5.36353 -12.05673 2.54 0.78 -0.73
S -0.38811 6.39648 -10.80913 0.75 2.05 -0.07
O 0.55162 6.04044 -9.75253 -0.63 0.34 -0.21
O -0.52732 7.85612 -11.13648 -0.20 -3.72 0.83
C -1.99493 5.87916 -9.96271 -1.01 0.37 -0.47
F -3.09573 6.31689 -10.66537 1.05 -0.70 0.77
F -2.13477 4.53970 -9.74485 0.24 1.51 -0.23
F -2.01640 6.52052 -8.76309 -0.08 -0.73 -0.87
```
Forces are in eV/Å.

Computed properties:
ΔE to the lowest compared entry with this formula, charge and spin   577.2 kJ/mol
E   -159765.7279 eV
Frontier orbital gap   4.45 eV
HOMO   -10.418 eV
Net charge   +4